No. 1
Density functional theory data (the ωB97M-V functional and the def2-TZVPD basis) for a structure of composition C49H38FeN3O2P2Si.

Geometry as ORCA input:
```
! wB97M-V def2-TZVPD RIJCOSX def2/J DEFGRID3
* xyz 2 2
Fe 0.52 0.67 0.44
C -2.29 -1.27 1.02
Si -1.40 0.28 1.63
C -2.65 1.65 1.36
C -3.92 1.75 1.94
C -4.85 2.67 1.48
C -4.54 3.49 0.39
C -3.30 3.41 -0.21
C -2.36 2.51 0.28
P -0.67 2.40 -0.40
C -0.84 2.33 -2.20
C -1.08 1.08 -2.76
C -1.26 0.93 -4.12
C -1.19 2.05 -4.95
C -0.95 3.30 -4.40
C -0.78 3.45 -3.03
C 0.06 4.03 -0.06
C -0.55 4.95 0.78
C 0.07 6.17 1.04
C 1.29 6.47 0.47
C 1.90 5.56 -0.38
C 1.29 4.35 -0.64
C -0.81 0.00 3.41
C -1.49 0.29 4.59
C -1.00 -0.10 5.82
C 0.18 -0.84 5.91
C 0.88 -1.13 4.75
C 0.43 -0.66 3.52
P 1.31 -0.95 1.95
C 1.49 -2.76 1.83
C 2.69 -3.40 1.52
C 2.76 -4.78 1.47
C 1.63 -5.54 1.75
C 0.44 -4.92 2.07
C 0.36 -3.53 2.12
C 3.08 -0.48 2.16
C 3.68 -0.05 3.35
C 4.87 0.63 3.33
C 5.56 1.12 2.11
C 5.20 0.30 0.85
C 3.77 -0.26 0.89
H -3.02 -1.66 1.72
H -1.60 -2.07 0.77
H -2.83 -1.00 0.11
H -4.20 1.09 2.75
H -5.82 2.73 1.94
H -5.28 4.19 0.02
H -3.07 4.05 -1.05
H -1.16 0.20 -2.11
H -1.46 -0.04 -4.54
H -1.32 1.94 -6.01
H -0.90 4.17 -5.04
H -0.59 4.43 -2.62
H -1.51 4.73 1.23
H -0.42 6.89 1.69
H 1.76 7.43 0.66
H 2.84 5.80 -0.86
H 1.76 3.65 -1.34
H -2.44 0.81 4.54
H -1.55 0.14 6.73
H 0.54 -1.19 6.86
H 1.77 -1.76 4.82
H 3.59 -2.84 1.30
H 3.70 -5.26 1.23
H 1.69 -6.62 1.72
H -0.44 -5.51 2.30
H -0.57 -3.07 2.41
H 3.20 -0.22 4.30
H 5.30 0.91 4.28
H 6.64 1.10 2.28
H 5.98 -0.40 0.55
H 3.58 -1.04 0.16
O 4.76 3.85 -1.53
N 5.07 3.90 -0.36
O 5.17 4.91 0.33
C 5.26 2.65 0.32
C 5.16 2.61 1.80
C 3.68 2.82 2.08
C 3.15 3.65 3.06
C 1.79 3.60 3.31
C 1.00 2.71 2.59
N 1.50 1.94 1.62
C 2.80 2.04 1.34
C 3.27 1.12 0.26
N 2.20 0.91 -0.68
C 2.52 0.68 -1.90
C 3.89 0.65 -2.41
C 4.93 1.00 -1.65
C 4.75 1.37 -0.21
H 5.77 3.33 2.33
H 3.80 4.30 3.63
H 1.34 4.22 4.06
H -0.05 2.59 2.80
H 1.70 0.52 -2.60
H 4.03 0.39 -3.45
H 5.93 1.04 -2.05
*
```

LUMO level (spin up / spin down) = -8.04 / -8.19 eV
Kohn-Sham gap (spin up / spin down) = 5.13 / 4.84 eV
HOMO energy (spin up / spin down) = -13.2 / -13.0 eV

Here are the Löwdin charges for atoms 1 to 8, given in e: number 1, Fe, carries 0.075; number 2, C, carries -0.181; number 3, Si, carries 0.568; number 4, C, carries -0.283; number 5, C, carries -0.075; number 6, C, carries -0.049; number 7, C, carries -0.048; number 8, C, carries -0.075


No. 2
Density functional theory data (the ωB97M-V functional and the def2-TZVPD basis) for a structure of composition C49H40BrN12OPZn.

Geometry as ORCA input:
```
! wB97M-V def2-TZVPD RIJCOSX def2/J DEFGRID3
* xyz 2 1
Zn -0.09 0.29 -0.11
Br -2.12 5.48 5.00
C -1.20 4.19 3.99
C -1.12 4.32 2.61
C -0.48 3.34 1.88
C 0.11 2.25 2.51
C 0.03 2.13 3.89
C -0.63 3.10 4.63
N 0.76 1.28 1.71
C 1.88 0.80 2.07
C 2.55 -0.21 1.23
C 3.81 -0.68 1.55
C 4.42 -1.60 0.70
C 3.75 -2.00 -0.44
C 2.48 -1.48 -0.68
N 1.89 -0.61 0.14
H -1.58 5.16 2.12
H -0.46 3.41 0.80
H 0.44 1.26 4.39
H -0.71 3.00 5.71
H 2.39 1.14 2.97
H 4.31 -0.33 2.45
H 5.41 -1.98 0.93
H 4.18 -2.70 -1.13
H 1.92 -1.77 -1.56
C 2.60 4.71 -2.65
N 2.08 3.39 -2.31
C 1.37 3.02 -1.24
N 0.93 1.78 -1.41
C 1.43 1.44 -2.63
N 2.12 2.38 -3.21
C 1.50 5.64 -3.09
C 1.65 7.02 -2.97
C 0.64 7.88 -3.39
C -0.53 7.37 -3.93
C -0.68 6.00 -4.05
C 0.33 5.14 -3.65
C -1.94 5.44 -4.55
N -3.07 6.03 -4.76
N -3.97 5.03 -5.10
C -3.32 3.92 -5.08
O -2.02 4.09 -4.74
C -3.82 2.56 -5.23
C -5.19 2.32 -5.31
C -5.66 1.02 -5.33
C -4.77 -0.04 -5.24
C -3.40 0.19 -5.19
C -2.44 -0.96 -5.11
N -1.78 -1.07 -3.79
C -1.46 -0.13 -2.91
N -0.78 -0.68 -1.91
C -0.73 -2.00 -2.25
N -1.31 -2.26 -3.39
C -2.93 1.49 -5.21
H 3.33 4.54 -3.44
H 3.13 5.11 -1.79
H 1.21 3.66 -0.39
H 1.28 0.48 -3.09
H 2.55 7.42 -2.53
H 0.77 8.94 -3.29
H -1.32 8.03 -4.25
H 0.20 4.07 -3.77
H -5.87 3.16 -5.35
H -6.72 0.83 -5.40
H -5.15 -1.06 -5.24
H -1.65 -0.87 -5.86
H -2.94 -1.91 -5.27
H -1.74 0.91 -2.99
H -0.27 -2.76 -1.64
H -1.87 1.69 -5.20
N -3.03 -0.75 0.20
P -2.47 0.84 0.51
C -3.11 1.18 2.18
C -2.87 0.24 3.19
C -3.37 0.45 4.47
C -4.10 1.60 4.75
C -4.33 2.54 3.75
C -3.83 2.33 2.47
C -3.46 1.89 -0.57
C -2.84 3.00 -1.14
C -3.59 3.93 -1.85
C -4.95 3.74 -2.02
C -5.57 2.62 -1.47
C -4.84 1.71 -0.73
C -2.27 -1.85 0.58
C -2.86 -3.11 0.67
C -2.09 -4.18 1.07
C -0.74 -3.97 1.38
C -0.24 -2.70 1.25
N -0.97 -1.65 0.84
H -4.02 -0.92 0.19
H -2.30 -0.66 2.99
H -3.20 -0.28 5.24
H -4.50 1.76 5.74
H -4.90 3.43 3.97
H -4.03 3.06 1.70
H -1.77 3.14 -1.03
H -3.12 4.81 -2.26
H -5.53 4.46 -2.58
H -6.64 2.47 -1.60
H -5.35 0.87 -0.26
H -3.91 -3.24 0.44
H -2.52 -5.16 1.15
H -0.11 -4.78 1.72
H 0.80 -2.49 1.48
*
```

LUMO level = -5.81 eV
Kohn-Sham gap = 7.03 eV
HOMO energy = -12.8 eV

Here are the Löwdin charges for atoms 1 to 8, given in e: number 1, Zn, carries 0.519; number 2, Br, carries 0.812; number 3, C, carries -0.689; number 4, C, carries -0.108; number 5, C, carries -0.054; number 6, C, carries -0.282; number 7, C, carries -0.013; number 8, C, carries -0.095


No. 3
Density functional theory data (the ωB97M-V functional and the def2-TZVPD basis) for a structure of composition C49H40ClI2N11O4Rb in a non-equilibrium geometry.

Geometry as ORCA input:
```
! wB97M-V def2-TZVPD RIJCOSX def2/J DEFGRID3
* xyz -1 1
Rb -15.96 -16.30 -0.23
C -16.88 -20.16 1.02
N -16.89 -19.73 -0.41
C -18.25 -19.79 -0.95
C -18.42 -18.86 -2.08
C -19.31 -19.26 -3.08
C -19.54 -18.41 -4.15
C -18.95 -17.15 -4.07
C -18.09 -16.80 -3.03
N -17.91 -17.60 -2.03
C -15.92 -20.44 -1.36
C -15.11 -19.48 -2.13
C -15.15 -19.40 -3.55
C -14.16 -18.66 -4.18
C -13.24 -17.92 -3.44
C -13.30 -18.05 -2.06
N -14.09 -18.96 -1.46
C -15.70 -19.78 1.85
C -15.18 -20.68 2.71
C -14.07 -20.35 3.52
C -13.54 -19.06 3.43
C -14.11 -18.22 2.50
N -15.22 -18.55 1.79
H -17.08 -21.24 1.14
H -17.80 -19.69 1.42
H -18.96 -19.59 -0.10
H -18.42 -20.78 -1.40
H -19.82 -20.23 -3.01
H -20.16 -18.70 -5.01
H -19.19 -16.36 -4.82
H -17.61 -15.80 -2.90
H -16.54 -21.06 -2.08
H -15.34 -21.12 -0.71
H -15.97 -19.90 -4.08
H -14.20 -18.63 -5.26
H -12.51 -17.25 -3.95
H -12.66 -17.48 -1.42
H -15.70 -21.58 2.84
H -13.70 -21.11 4.23
H -12.70 -18.64 3.97
H -13.76 -17.23 2.24
C -8.75 -15.43 4.25
C -9.45 -14.91 5.34
C -10.80 -14.60 5.16
C -11.42 -14.75 3.90
C -10.65 -15.11 2.75
C -9.34 -15.59 2.97
N -12.84 -14.57 3.76
N -13.49 -14.22 4.76
C -14.88 -14.27 4.76
C -15.57 -13.69 5.81
C -16.96 -13.49 5.65
C -17.59 -13.83 4.48
C -16.86 -14.58 3.55
C -15.53 -14.79 3.63
H -7.74 -15.80 4.25
H -8.97 -14.56 6.27
H -11.43 -14.16 5.94
H -11.08 -15.27 1.74
H -8.67 -16.14 2.27
H -15.10 -13.54 6.78
H -17.43 -13.12 6.57
H -18.68 -13.65 4.36
H -17.37 -14.98 2.67
O -10.03 -13.19 -1.66
C -10.58 -12.03 -1.40
O -10.07 -10.95 -1.52
C -12.00 -12.06 -0.82
C -12.79 -10.95 -0.69
Cl -12.57 -9.31 -0.99
N -14.04 -11.34 -0.21
N -14.06 -12.71 0.00
C -12.85 -13.14 -0.37
C -12.58 -14.68 -0.29
O -11.40 -15.15 -0.41
O -13.58 -15.35 0.06
C -15.17 -10.57 0.15
C -15.59 -9.42 -0.46
C -16.71 -8.76 0.12
C -17.50 -9.30 1.09
C -17.14 -10.50 1.61
C -16.02 -11.22 1.12
H -10.37 -14.07 -1.29
H -15.04 -8.86 -1.20
H -16.87 -7.74 -0.17
H -18.46 -8.87 1.22
H -17.75 -11.00 2.42
H -15.89 -12.18 1.54
I -21.64 -18.34 0.99
C -20.77 -18.79 2.92
C -21.44 -18.45 4.13
C -20.80 -18.57 5.33
C -19.56 -19.25 5.39
C -19.03 -19.61 4.20
N -19.56 -19.35 2.95
H -22.41 -17.98 4.10
H -21.30 -18.15 6.17
H -18.99 -19.46 6.31
H -18.12 -20.17 4.13
I -16.58 -11.45 -4.67
C -17.23 -12.39 -2.98
C -18.46 -12.43 -2.37
N -18.37 -13.30 -1.34
N -17.14 -13.84 -1.20
C -16.40 -13.23 -2.17
H -19.38 -11.89 -2.62
H -19.17 -13.68 -0.80
H -15.31 -13.48 -2.28
*
```

LUMO level = 1.26 eV
Kohn-Sham gap = 3.98 eV
HOMO energy = -2.7 eV

Here are the Löwdin charges for atoms 1 to 8, given in e: number 1, Rb, carries 0.701; number 2, C, carries -0.140; number 3, N, carries -0.125; number 4, C, carries -0.171; number 5, C, carries -0.264; number 6, C, carries -0.030; number 7, C, carries -0.063; number 8, C, carries -0.062


No. 4
Density functional theory data (the ωB97M-V functional and the def2-TZVPD basis) for a structure of composition C49H41BaN12O2S.

Geometry as ORCA input:
```
! wB97M-V def2-TZVPD RIJCOSX def2/J DEFGRID3
* xyz -1 1
Ba 0.17 -0.49 -0.28
C -3.32 1.50 -2.36
N -3.11 0.16 -1.83
C -2.97 -0.83 -2.88
C -1.77 -0.65 -3.77
C -1.92 -0.49 -5.14
C -0.79 -0.39 -5.94
C 0.45 -0.47 -5.34
C 0.52 -0.63 -3.96
N -0.57 -0.71 -3.18
C -4.19 -0.24 -0.94
C -3.93 -1.55 -0.24
C -4.93 -2.51 -0.15
C -4.66 -3.69 0.52
C -3.40 -3.88 1.06
C -2.45 -2.88 0.90
N -2.71 -1.73 0.27
C -2.04 2.27 -2.58
C -1.65 2.76 -3.81
C -0.48 3.50 -3.90
C 0.26 3.71 -2.75
C -0.20 3.16 -1.56
N -1.32 2.47 -1.46
H -3.90 2.07 -1.62
H -3.93 1.48 -3.28
H -3.87 -0.87 -3.51
H -2.86 -1.81 -2.41
H -2.91 -0.44 -5.57
H -0.88 -0.27 -7.01
H 1.37 -0.41 -5.91
H 1.48 -0.69 -3.46
H -5.15 -0.31 -1.48
H -4.31 0.54 -0.18
H -5.89 -2.32 -0.61
H -5.42 -4.46 0.61
H -3.14 -4.79 1.58
H -1.45 -3.01 1.28
H -2.25 2.55 -4.69
H -0.14 3.89 -4.85
H 1.21 4.24 -2.77
H 0.38 3.27 -0.64
O 2.40 -3.28 -1.39
C 1.25 -3.40 -0.95
N 0.79 -3.23 0.29
C 1.62 -3.56 1.37
C 2.71 -4.44 1.26
C 3.39 -4.90 2.37
C 3.03 -4.49 3.65
C 1.98 -3.60 3.78
C 1.29 -3.12 2.67
N 0.21 -2.21 2.90
C 0.54 -1.04 3.27
O 1.83 -0.66 3.33
C -0.33 1.27 2.66
C -0.79 2.16 3.86
C -2.21 2.58 3.78
C -2.91 2.43 2.65
C -2.29 1.79 1.48
N -1.15 1.24 1.46
C 0.20 -3.83 -1.97
C 0.63 -4.47 -3.13
C -0.30 -4.95 -4.03
C -1.65 -4.77 -3.74
C -1.99 -4.10 -2.58
N -1.09 -3.63 -1.71
H 3.02 -4.76 0.28
H 4.22 -5.59 2.23
H 3.56 -4.84 4.52
H 1.68 -3.24 4.75
H -0.15 3.03 4.05
H -2.65 3.06 4.64
H -3.93 2.78 2.57
H -2.85 1.77 0.55
H 1.70 -4.56 -3.29
H 0.01 -5.45 -4.93
H -2.42 -5.13 -4.41
H -3.03 -3.94 -2.32
S 2.19 1.07 -1.82
C 3.17 1.70 -0.50
N 4.33 2.20 -0.83
N 5.03 2.74 0.29
C 4.65 3.94 0.82
C 3.84 4.84 0.10
C 3.52 6.07 0.64
C 3.98 6.46 1.89
C 4.78 5.57 2.61
C 5.11 4.34 2.09
N 2.81 1.63 0.84
N 1.52 1.58 1.08
C 1.13 1.38 2.32
C 2.07 0.79 3.34
C 1.99 1.22 4.78
C 0.86 1.19 5.47
C -0.47 0.95 4.80
C -0.50 0.01 3.55
H 5.29 2.04 0.98
H 3.47 4.53 -0.87
H 2.89 6.74 0.07
H 3.72 7.43 2.30
H 5.15 5.85 3.59
H 5.73 3.66 2.66
H 3.07 0.89 2.95
H 2.92 1.48 5.28
H 0.85 1.43 6.52
H -1.24 0.72 5.53
H -1.48 -0.44 3.44
*
```

LUMO level = 1.89 eV
Kohn-Sham gap = 5.85 eV
HOMO energy = -4.0 eV

Here are the Löwdin charges for atoms 1 to 8, given in e: number 1, Ba, carries 1.622; number 2, C, carries -0.132; number 3, N, carries -0.138; number 4, C, carries -0.142; number 5, C, carries -0.277; number 6, C, carries -0.037; number 7, C, carries -0.066; number 8, C, carries -0.042


- What is the formula in the first record?
  C49H38FeN3O2P2Si